22
Properties=species:S:1:pos:R:3 method="wB97M-V/def2-TZVPD" de_lowest_ev=4.180 total_charge=+2 mol_weight_da=127.2 orbital_gap_ev="7.12 / 7.12" homo_energy_ev="-18.33 / -18.33" e_tot_ha=-399.9076
N -2.031 0.244 0.024
N 0.783 1.558 -0.130
N 1.001 -0.656 -0.139
C 2.244 1.375 -0.138
C -2.599 0.248 -1.081
C 2.380 -0.157 -0.337
C 0.246 0.382 -0.100
C -2.462 0.194 1.349
C 0.675 -2.050 -0.062
H -2.068 0.309 -2.023
H 2.679 1.949 -0.960
H -0.039 -2.241 0.738
H -3.690 0.187 -1.154
H 2.739 -0.424 -1.336
H 2.683 1.725 0.802
H 3.035 -0.620 0.405
H 0.339 2.464 -0.154
H -1.983 -0.628 1.890
H 0.259 -2.413 -1.005
H -3.551 0.044 1.402
H -2.222 1.128 1.867
H 1.581 -2.618 0.141



23
Properties=species:S:1:pos:R:3 method="wB97M-V/def2-TZVPD" de_lowest_ev=5.921 mol_weight_da=143.2 orbital_gap_ev="6.84 / 7.32" homo_energy_ev="-8.09 / -8.37" e_tot_ha=-475.7492
O -0.616 -1.816 -0.323
N 1.421 0.242 -1.876
N -1.440 0.098 1.734
N 1.362 -1.961 1.164
C 1.018 -1.722 -0.058
C -0.685 -0.502 -0.597
C 1.587 0.703 0.446
C -1.593 0.332 0.310
C -1.543 1.819 -0.010
C 1.063 -0.097 -0.537
H -0.577 2.244 0.274
H 2.021 1.666 0.206
H 2.419 0.312 -2.016
H 1.397 -2.225 -0.954
H -1.309 -0.895 1.905
H -0.606 0.562 2.076
H -1.691 2.003 -1.076
H 0.871 -2.771 1.536
H -2.320 2.344 0.546
H -2.591 -0.040 0.026
H 1.642 0.330 1.458
H 1.016 -0.363 -2.578
H -0.849 -0.263 -1.658



27
Properties=species:S:1:pos:R:3 method="wB97M-V/def2-TZVPD" de_lowest_ev=3.741 mol_weight_da=203.2 orbital_gap_ev="6.68 / 6.67" homo_energy_ev="-7.21 / -7.21" e_tot_ha=-735.5892
O -0.952 1.944 -0.270
O 1.558 -0.639 -2.258
O 1.864 1.529 -2.224
N 1.689 0.423 -1.603
N -0.353 3.029 -0.939
N 1.785 -2.001 0.158
N 1.338 -0.711 0.559
N 1.544 1.555 0.499
C -0.851 0.735 -0.736
C -2.161 -1.493 -0.947
C 1.669 -0.305 1.935
C -1.579 -0.304 -0.004
C 1.544 0.440 -0.262
C 1.544 1.169 1.740
H -0.569 0.677 -1.719
H 1.050 -0.584 2.711
H -2.282 0.052 0.658
H 2.714 -1.879 -0.366
H 2.791 -0.617 2.118
H -0.822 -0.705 0.666
H 0.286 2.749 -1.674
H 0.133 3.493 -0.148
H 1.632 1.837 2.510
H 1.020 -2.229 -0.491
H -2.957 -2.056 -0.369
H -1.331 -2.136 -1.199
H -2.862 -1.212 -1.748



21
Properties=species:S:1:pos:R:3 method="wB97M-V/def2-TZVPD" de_lowest_ev=0.287 total_charge=-1 mol_weight_da=115.2 orbital_gap_ev="2.77 / 9.56" homo_energy_ev="1.24 / -5.73" e_tot_ha=-366.3629 s_squared=0.75 multiplicity=2
O -0.400 1.396 -0.173
N 1.101 -0.174 -0.682
C 0.029 0.173 -2.869
C 1.270 0.464 -2.022
C -1.427 -1.094 1.444
C -0.141 0.750 2.595
C -0.105 -0.357 1.472
C 0.136 0.338 0.132
H 1.743 -0.950 -0.553
H -1.053 0.626 3.156
H -1.390 -1.931 2.145
H -0.382 -0.820 -2.596
H 0.697 -1.106 1.674
H 1.469 1.517 -1.809
H -2.301 -0.461 1.544
H -0.790 0.865 -2.706
H -1.538 -1.671 0.476
H 0.788 0.666 3.152
H 0.331 0.176 -3.916
H 2.085 -0.084 -2.489
H -0.124 1.674 2.024



21
Properties=species:S:1:pos:R:3 method="wB97M-V/def2-TZVPD" de_lowest_ev=4.106 total_charge=-1 mol_weight_da=115.2 orbital_gap_ev="5.31 / 6.43" homo_energy_ev="-1.49 / -2.64" e_tot_ha=-366.2226 s_squared=0.78 multiplicity=2
O 1.389 -0.460 3.167
N -1.814 0.839 0.657
C -0.429 0.811 0.267
C 0.225 -0.415 -0.091
C -2.693 0.957 -0.529
C 1.065 -0.768 -1.086
C 0.249 2.069 0.435
C 1.591 -2.185 -1.131
H 1.217 -0.197 -1.994
H -2.272 0.351 -1.336
H 1.601 -0.937 2.352
H 1.303 1.907 0.709
H 0.256 2.360 -1.122
H 2.480 -2.495 -0.564
H 0.875 -2.958 -0.837
H 1.443 0.446 2.838
H 1.771 -2.412 -2.189
H -2.781 1.936 -1.009
H -1.812 1.759 1.096
H -3.697 0.658 -0.213
H 0.034 -1.265 0.581



21
Properties=species:S:1:pos:R:3 method="wB97M-V/def2-TZVPD" de_lowest_ev=2.663 mol_weight_da=115.2 orbital_gap_ev=9.07 homo_energy_ev=-8.49 e_tot_ha=-366.3360
O -1.426 5.369 -2.238
N -0.171 -2.329 -0.185
C 1.073 0.716 0.520
C -1.751 -3.195 1.378
C 0.972 -0.162 -0.472
C 2.339 1.419 0.935
C -1.437 -2.876 0.115
C -0.230 -0.977 -0.827
H 2.987 0.822 1.571
H -0.854 5.894 -1.669
H 0.261 -2.176 0.718
H -1.036 -2.953 2.154
H 1.791 -0.400 -1.150
H 2.889 1.424 -0.021
H 2.171 2.438 1.278
H 0.143 0.891 1.052
H -1.216 -0.554 -0.559
H -2.113 -3.001 -0.725
H -2.575 -3.786 1.754
H -1.544 4.563 -1.710
H -0.273 -1.127 -1.919



21
Properties=species:S:1:pos:R:3 method="wB97M-V/def2-TZVPD" de_lowest_ev=4.538 mol_weight_da=115.2 orbital_gap_ev=8.72 homo_energy_ev=-8.39 e_tot_ha=-366.2671
O 0.084 3.291 -1.959
N -1.725 1.100 -0.514
C -0.975 -0.018 -0.161
C 1.885 -1.007 -0.448
C -2.933 1.493 0.071
C 1.755 -1.424 1.036
C -0.522 -0.341 0.988
C 0.185 -1.646 1.175
H 1.364 -0.051 -0.747
H -0.814 -0.765 -1.059
H 0.070 -2.361 0.214
H -0.795 0.237 1.904
H -0.169 -2.166 2.095
H -0.031 2.518 -2.599
H -3.706 0.786 0.398
H 0.908 3.095 -1.662
H 1.430 -1.693 -1.136
H 2.443 -2.256 1.350
H 2.940 -0.794 -0.650
H 1.980 -0.540 1.618
H -3.373 2.544 0.085



21
Properties=species:S:1:pos:R:3 method="wB97M-V/def2-TZVPD" de_lowest_ev=1.585 mol_weight_da=115.2 orbital_gap_ev=8.86 homo_energy_ev=-8.03 e_tot_ha=-366.3757
O 2.744 -0.023 -0.198
N 0.119 0.470 1.625
C -0.910 -1.190 -1.646
C -0.382 -2.269 0.582
C -0.496 -0.990 -0.209
C -0.407 0.234 0.331
C -0.674 1.450 -0.447
C -0.637 2.692 0.025
H 2.325 0.333 0.596
H -1.004 1.289 -1.468
H -0.322 2.981 1.016
H -0.855 -2.227 -1.964
H 0.147 -0.348 2.213
H -0.225 -2.091 1.638
H 2.194 0.255 -0.934
H -1.265 -2.887 0.423
H -0.379 1.212 2.100
H 0.495 -2.818 0.230
H -0.960 3.508 -0.609
H -1.892 -0.823 -1.918
H -0.230 -0.634 -2.314



21
Properties=species:S:1:pos:R:3 method="wB97M-V/def2-TZVPD" de_lowest_ev=6.615 mol_weight_da=115.2 orbital_gap_ev=7.12 homo_energy_ev=-6.36 e_tot_ha=-366.1908
O -0.692 1.494 0.444
N 1.256 0.701 -1.428
C 0.969 -0.051 -0.360
C -1.100 -0.982 -0.588
C -1.345 -1.004 -1.886
C -1.895 -1.713 0.440
C 0.122 0.397 0.659
C 1.833 1.391 1.616
H -2.660 -2.359 -0.008
H 1.853 0.353 -2.157
H 0.675 1.504 -1.620
H -0.035 -0.220 1.529
H 2.637 0.672 1.771
H -2.401 -1.009 1.108
H -0.745 -0.463 -2.612
H 1.429 1.717 2.577
H 2.180 2.238 1.021
H 1.577 -0.925 -0.175
H -0.271 2.222 0.924
H -2.134 -1.622 -2.319
H -1.252 -2.341 1.065



21
Properties=species:S:1:pos:R:3 method="wB97M-V/def2-TZVPD" de_lowest_ev=1.519 mol_weight_da=115.2 orbital_gap_ev=10.19 homo_energy_ev=-9.27 e_tot_ha=-366.3781
O 0.369 -1.270 -1.600
N 0.294 1.677 0.632
C 0.093 0.276 0.317
C -0.651 0.911 -2.024
C -1.320 -0.114 0.733
C 0.988 -1.673 1.802
C 1.198 -0.632 1.017
C 0.373 0.067 -1.182
H 1.236 1.976 0.406
H -0.454 -1.698 -1.333
H -0.341 0.875 -3.065
H 0.005 -2.075 1.989
H 0.122 1.854 1.615
H 1.378 0.441 -1.404
H 2.213 -0.271 0.875
H -2.029 0.621 0.364
H -1.654 0.494 -1.958
H 1.799 -2.172 2.309
H -0.647 1.938 -1.672
H -1.586 -1.099 0.359
H -1.385 -0.127 1.819



21
Properties=species:S:1:pos:R:3 method="wB97M-V/def2-TZVPD" de_lowest_ev=1.071 mol_weight_da=115.2 orbital_gap_ev=10.53 homo_energy_ev=-9.65 e_tot_ha=-366.3945
O 1.333 -1.453 -2.069
N 0.121 -1.237 -0.123
C -1.168 0.597 0.701
C 0.786 -1.938 -1.102
C -0.075 0.223 -0.284
C -1.565 2.113 0.527
C 1.299 0.910 -0.282
C -0.732 0.306 2.168
H 0.363 0.478 2.151
H -1.805 2.528 1.510
H 1.577 1.150 -1.303
H 1.407 1.685 0.498
H 1.989 0.172 0.065
H -0.930 -0.707 2.439
H 0.164 -1.672 0.805
H -0.728 2.644 0.078
H -2.145 0.069 0.418
H -1.173 1.085 2.805
H 0.908 -3.000 -0.880
H -0.456 0.213 -1.324
H -2.438 2.177 -0.114



21
Properties=species:S:1:pos:R:3 method="wB97M-V/def2-TZVPD" de_lowest_ev=2.583 mol_weight_da=115.2 orbital_gap_ev=9.64 homo_energy_ev=-8.82 e_tot_ha=-366.3390
O -1.324 -0.786 -2.296
N 0.785 -1.206 -0.116
C -2.026 0.254 -1.713
C -2.191 2.100 -0.007
C 2.838 -0.730 2.773
C 1.797 -0.435 2.001
C 1.844 -0.416 0.507
C -1.480 1.106 -0.857
H 2.828 -0.762 0.184
H -2.022 3.134 -0.314
H -0.080 -1.076 0.392
H 0.858 -0.155 2.472
H 0.625 -0.890 -1.058
H -3.094 0.250 -1.912
H -1.909 2.012 1.043
H 2.727 -0.692 3.847
H 3.795 -1.008 2.351
H 1.774 0.652 0.228
H -0.403 1.061 -0.734
H -1.494 -0.747 -3.231
H -3.274 1.950 -0.024



Please write out number 4 again, unchanged.
21
Properties=species:S:1:pos:R:3 method="wB97M-V/def2-TZVPD" de_lowest_ev=0.287 total_charge=-1 mol_weight_da=115.2 orbital_gap_ev="2.77 / 9.56" homo_energy_ev="1.24 / -5.73" e_tot_ha=-366.3629 s_squared=0.75 multiplicity=2
O -0.400 1.396 -0.173
N 1.101 -0.174 -0.682
C 0.029 0.173 -2.869
C 1.270 0.464 -2.022
C -1.427 -1.094 1.444
C -0.141 0.750 2.595
C -0.105 -0.357 1.472
C 0.136 0.338 0.132
H 1.743 -0.950 -0.553
H -1.053 0.626 3.156
H -1.390 -1.931 2.145
H -0.382 -0.820 -2.596
H 0.697 -1.106 1.674
H 1.469 1.517 -1.809
H -2.301 -0.461 1.544
H -0.790 0.865 -2.706
H -1.538 -1.671 0.476
H 0.788 0.666 3.152
H 0.331 0.176 -3.916
H 2.085 -0.084 -2.489
H -0.124 1.674 2.024